No. 1
12
Properties=species:S:1:pos:R:3:forces:R:3 method="wB97M-V/def2-TZVPD" energy_ha=-343.4500 spin_multiplicity=1
O -1.3943 0.1681 -2.2161 -0.53 -0.08 -1.29
O 2.1027 -0.7233 0.7355 0.01 -0.20 -0.12
O 0.0806 -0.7408 -1.0033 0.40 0.44 1.43
C -1.1633 0.8529 0.1499 -0.64 1.41 0.49
C 0.8725 -0.2496 1.1848 -0.52 -0.01 0.01
C -0.1317 -0.0761 0.0314 1.68 -1.43 -0.50
H 1.0384 0.6918 1.7163 -0.10 -0.05 -0.10
H -1.3553 1.4304 -0.7460 -0.34 -0.07 0.32
H -1.5235 1.1965 1.1161 0.09 -0.15 -0.12
H 0.3812 -0.9456 1.8885 0.13 0.06 0.01
H -0.8425 -0.4106 -2.7614 -0.17 0.05 -0.17
H 1.9353 -1.1937 -0.0957 -0.01 0.03 0.04


No. 2
12
Properties=species:S:1:pos:R:3:forces:R:3 method="wB97M-V/def2-TZVPD" energy_ha=-343.6442 spin_multiplicity=1 smiles="CCOC(=O)O"
O -0.2428 -1.1112 1.3685 -0.23 -0.09 0.38
O 0.2416 0.6707 2.6264 0.54 -0.49 -1.66
O 1.0599 0.5107 0.5017 -0.36 -0.02 0.97
C -0.6841 0.3367 -1.1981 -0.34 -0.28 0.21
C 0.3502 0.0791 1.5660 0.11 0.82 0.71
C 0.7523 0.0174 -0.8147 -0.22 -0.01 -0.52
H -0.9552 1.3477 -0.8766 0.18 -0.06 -0.19
H -1.3827 -0.3514 -0.7117 0.12 0.09 -0.11
H 1.4220 0.5504 -1.4989 0.05 -0.02 0.46
H -0.8311 0.2485 -2.2772 0.09 0.06 0.09
H 0.9862 -1.0497 -0.8998 -0.14 0.15 0.18
H -0.7164 -1.2488 2.2142 0.19 -0.17 -0.51